Density functional theory data (ωB97M-V/def2-TZVPD) for a 18-piece molecular cluster, C71H172N17O24 overall in a non-equilibrium geometry.

Geometry (Å):
C  -6.8184  0.1577  -7.9164
C  -6.4896  0.2005  -6.4942
O  -5.8451  1.1124  -6.0571
N  -6.9870  -0.8850  -5.7497
H  -7.7614  -1.2844  -6.2193
H  7.5810  -4.5621  -6.3338
C  -7.1406  -1.0592  -4.2375
H  -7.8680  -0.1120  -8.1451
H  -6.1876  -0.6746  -8.2281
H  -6.4202  1.1162  -8.1903
H  -8.0105  -1.7143  -4.0379
H  -7.4013  -0.0428  -3.9145
H  -6.2613  -1.3918  -3.7163
C  3.7065  5.4608  4.6259
C  3.5577  6.7772  3.9191
O  4.4363  7.3217  3.2593
N  2.2685  7.4877  4.1809
H  1.5733  6.8876  3.6767
H  2.0245  7.3720  5.1618
C  2.1542  8.9233  3.7827
H  3.1643  5.3820  5.5567
H  4.8284  5.2962  4.7615
H  3.2082  4.6353  4.0933
H  2.9058  9.1192  3.0398
H  2.1787  9.5457  4.6706
H  1.1964  9.1356  3.3140
C  2.7282  4.8726  -6.3140
C  1.5471  5.7003  -5.8585
C  0.2525  5.4571  -6.7080
C  -0.1284  4.0395  -6.6279
N  -1.5970  3.6601  -6.6293
C  -2.2305  3.8460  -5.2587
C  -2.8030  2.5284  -4.7608
C  -1.9027  1.5134  -5.4812
C  -1.7348  2.1615  -6.9014
C  -2.3299  4.4401  -7.6974
H  2.7157  4.7503  -7.4242
H  2.6808  3.8793  -5.8725
H  3.6632  5.3200  -6.0107
H  1.7790  6.7512  -5.9863
H  1.3551  5.5105  -4.7929
H  0.3854  5.8061  -7.7501
H  -0.4805  6.1404  -6.2281
H  0.4104  3.5663  -5.7926
H  0.2711  3.5421  -7.5185
H  -2.8795  4.7248  -5.3186
H  -1.4536  4.0818  -4.5487
H  -3.8585  2.2822  -4.9612
H  -2.5638  2.5772  -3.7045
H  -2.2098  0.4719  -5.6199
H  -0.8954  1.4708  -5.0817
H  -2.6393  1.9779  -7.5374
H  -0.8118  1.9437  -7.4273
H  -3.3584  4.0827  -7.6952
H  -1.9078  4.2371  -8.6621
H  -2.2940  5.5276  -7.4935
C  3.3033  0.5294  9.1493
C  4.0135  -0.3225  8.0743
C  3.4687  -1.7466  7.8994
C  3.7360  -2.1442  6.4442
N  2.9264  -3.2137  5.7879
C  1.4354  -2.9773  5.9330
C  0.7789  -3.2798  4.5971
C  1.9340  -3.7269  3.6442
C  3.1282  -3.1740  4.2943
C  3.3632  -4.5317  6.3518
H  2.3855  0.8964  8.6180
H  3.9036  1.4254  9.4602
H  3.0254  0.0238  10.0434
H  5.1058  -0.3776  8.3054
H  3.9081  0.1824  7.1362
H  2.3919  -1.6939  8.0655
H  3.8705  -2.4059  8.6409
H  4.7805  -2.4274  6.4453
H  3.5580  -1.2274  5.9310
H  1.0287  -3.5719  6.7447
H  1.3546  -1.8845  6.1105
H  -0.0098  -4.0272  4.6083
H  0.3519  -2.3296  4.2693
H  1.9867  -4.7874  3.5054
H  1.8088  -3.2481  2.6670
H  4.0005  -3.7703  4.0276
H  3.2297  -2.1248  4.0197
H  3.0508  -4.4863  7.4197
H  4.4201  -4.6484  6.2154
H  2.8336  -5.3381  5.8024
C  -7.0466  4.6987  -5.2449
C  -6.5646  4.2552  -3.7989
C  -5.7767  5.2354  -3.0876
C  -5.0571  4.7037  -1.9140
N  -4.0599  5.6431  -1.1727
C  -2.9812  6.1939  -2.0346
C  -1.8540  6.6514  -1.1696
C  -1.9805  5.6636  0.0764
C  -3.2906  4.8345  -0.2062
C  -4.8609  6.7707  -0.5969
H  -6.2375  5.2766  -5.6870
H  -7.9326  5.3401  -5.1422
H  -7.3754  3.8840  -5.8351
H  -5.9892  3.3602  -3.9523
H  -7.3161  3.8319  -3.1612
H  -6.3322  6.1288  -2.8371
H  -4.9462  5.4846  -3.7247
H  -4.3787  3.9215  -2.1872
H  -5.7478  4.3621  -1.1645
H  -3.4282  7.0770  -2.4947
H  -2.7224  5.3971  -2.6805
H  -1.8789  7.6720  -0.7536
H  -0.9276  6.4982  -1.6780
H  -2.0025  6.2073  1.0115
H  -1.1561  4.9674  0.0610
H  -3.9681  4.7263  0.6286
H  -3.0139  3.8499  -0.6375
H  -5.2001  7.3720  -1.4510
H  -4.1761  7.4040  0.0164
H  -5.6528  6.4606  0.0271
C  6.9514  -4.1083  -0.0579
C  7.4296  -2.7813  0.3393
C  7.6576  -1.8965  -0.9392
C  7.7211  -0.4401  -0.4633
N  7.8556  0.6318  -1.6143
C  9.0390  0.2271  -2.5856
C  10.2847  0.6935  -1.8933
C  9.8211  1.9055  -1.0088
C  8.3000  2.0167  -1.1262
C  6.5872  0.7390  -2.3468
H  6.4382  -4.6115  0.7285
H  7.7486  -4.7689  -0.4111
H  6.1563  -4.0017  -0.8416
H  8.3236  -2.9179  0.9025
H  6.6969  -2.3121  1.0064
H  6.7579  -1.9872  -1.5163
H  8.4753  -2.3086  -1.4429
H  8.5932  -0.2504  0.1257
H  6.8259  -0.1415  0.0555
H  8.9020  0.7769  -3.4895
H  9.0986  -0.8281  -2.6536
H  11.1093  0.8908  -2.5729
H  10.6187  -0.0776  -1.2216
H  10.2984  2.8368  -1.2941
H  9.9729  1.7241  0.0583
H  7.9564  2.7240  -1.8675
H  7.8462  2.3204  -0.1681
H  6.4090  -0.1869  -2.9420
H  6.5138  1.5081  -3.0797
H  5.7103  0.8545  -1.6868
C  -3.5712  0.6418  -1.6280
C  -2.0961  0.2000  -1.5914
C  -1.2664  0.4886  -0.3489
C  0.2170  0.4845  -0.7841
N  1.2202  0.8497  0.3499
C  1.0704  2.1679  1.1315
C  2.4851  2.4630  1.6190
C  3.4511  1.7153  0.6734
C  2.5238  0.9675  -0.3257
C  1.1881  -0.2305  1.4086
H  -3.6122  1.7279  -1.4245
H  -4.1408  0.2019  -0.8166
H  -4.0288  0.3883  -2.5793
H  -1.6859  0.6985  -2.4351
H  -2.1546  -0.8390  -1.7169
H  -1.4521  -0.2991  0.4632
H  -1.6785  1.4595  -0.0005
H  0.3692  1.2191  -1.5910
H  0.5101  -0.4739  -1.1821
H  0.3915  1.9924  1.9574
H  0.7152  2.8919  0.3840
H  2.5171  2.0957  2.6226
H  2.6546  3.5441  1.5441
H  4.0730  0.9853  1.1408
H  4.0754  2.4234  0.1244
H  2.9192  0.0193  -0.5997
H  2.4588  1.6830  -1.1801
H  1.4243  -1.2085  1.0396
H  0.1800  -0.1793  1.7870
H  1.7683  0.1018  2.2736
C  -4.4707  -6.3718  -3.1339
N  -3.0704  -6.7152  -3.5467
C  -2.6473  -7.9651  -2.7662
C  -2.9918  -7.0624  -4.9915
C  -2.1082  -5.5741  -3.1684
C  -2.0959  -4.4893  -4.2196
O  -3.3491  -4.1255  -4.6218
H  -4.5682  -6.1225  -2.0863
H  -4.9655  -7.3252  -3.2901
H  -4.8867  -5.6034  -3.7649
H  -3.5232  -8.5282  -2.4282
H  -2.0711  -7.6808  -1.8856
H  -1.9984  -8.5171  -3.4205
H  -3.1346  -8.0940  -5.1492
H  -2.0345  -6.7378  -5.3502
H  -3.8226  -6.5504  -5.5853
H  -1.1387  -6.0817  -3.0894
H  -2.5094  -5.1223  -2.2627
H  -1.5848  -4.8400  -5.0863
H  -1.4825  -3.6991  -3.7540
H  -3.7466  -3.5623  -3.8981
C  -4.0123  -5.1238  1.4866
N  -3.5755  -4.9846  2.9005
C  -2.4096  -5.8794  3.1329
C  -3.0732  -3.5868  3.0783
C  -4.7313  -5.2807  3.7877
C  -4.3792  -5.3198  5.2558
O  -4.3908  -4.0152  5.7893
H  -4.3802  -6.1718  1.3240
H  -3.2332  -4.8497  0.8157
H  -4.8898  -4.4852  1.4258
H  -1.7128  -5.7776  2.3014
H  -2.7641  -6.9243  3.0130
H  -1.8605  -5.7682  4.0491
H  -2.1215  -3.4126  2.6463
H  -3.0737  -3.3145  4.1159
H  -3.7694  -2.9276  2.5730
H  -5.0404  -6.2624  3.3456
H  -5.4426  -4.4668  3.6714
H  -3.3468  -5.6709  5.3522
H  -4.9950  -6.0465  5.7710
H  -5.1344  -3.8300  6.3460
C  -2.8612  1.4911  7.2442
N  -2.9439  2.8057  6.6063
C  -4.2816  2.9529  5.9684
C  -2.7939  3.8013  7.7373
C  -1.8401  3.1142  5.5353
C  -2.0031  2.4265  4.1805
O  -2.0698  1.0600  4.3863
H  -1.8505  1.3258  7.5223
H  -3.1691  0.8014  6.4586
H  -3.5299  1.5299  8.0535
H  -4.3324  3.8780  5.3993
H  -5.0416  2.9515  6.8089
H  -4.4489  2.1032  5.2260
H  -2.6262  4.7818  7.2660
H  -1.8863  3.5045  8.2825
H  -3.6544  3.8135  8.3960
H  -0.9317  2.8139  6.0375
H  -1.8440  4.2058  5.4328
H  -1.2051  2.7352  3.4899
H  -2.9355  2.6707  3.6727
H  -1.2201  0.8741  4.7934
C  1.7387  -4.9818  -2.4644
N  2.4573  -6.0484  -1.7010
C  2.3503  -7.4074  -2.3853
C  3.9271  -5.6669  -1.7217
C  1.9466  -6.0311  -0.3235
C  2.4118  -7.0907  0.6233
O  3.7720  -6.9527  0.9617
H  1.7743  -5.0981  -3.5414
H  2.2389  -4.0765  -2.1940
H  0.7304  -4.9103  -2.0618
H  3.1225  -8.0320  -1.9849
H  2.3726  -7.3240  -3.4596
H  1.3698  -7.7570  -2.1038
H  4.5679  -6.4114  -1.3122
H  3.9383  -4.7374  -1.1827
H  4.1803  -5.4541  -2.7771
H  0.8686  -6.0896  -0.3906
H  2.2045  -5.0169  -0.0009
H  2.1884  -8.0831  0.2091
H  1.7116  -7.0666  1.4782
H  4.1623  -7.8376  1.0477
N  -0.2032  5.7382  3.6897
O  0.6785  5.8384  2.6904
O  -1.4142  5.9068  3.4081
O  0.1574  5.5177  4.8505
N  -0.4358  -3.8095  0.1683
O  -0.3562  -3.0609  -0.8058
O  -0.2671  -3.3766  1.3108
O  -0.6627  -5.0286  0.0127
N  0.1371  3.4258  -2.5329
O  -0.9712  4.0207  -2.3609
O  1.0270  3.5657  -1.7179
O  0.2276  2.7168  -3.4724
N  -4.7014  -3.2094  -1.4728
O  -4.7613  -2.8508  -2.6342
O  -4.0943  -4.2578  -1.1555
O  -5.2326  -2.5517  -0.5801
N  3.8685  -2.1860  0.1664
O  3.4213  -3.2826  0.4593
O  3.9389  -1.9115  -0.9819
O  4.1803  -1.3420  1.0392
N  1.0928  0.6304  4.7983
O  2.1146  -0.0397  4.6791
O  0.2387  0.3279  5.6593
O  0.8437  1.5763  4.0197

Computed properties:
Net charge: +5
Lowest unoccupied orbital energy in eV: -15.02
Max |F| in eV/Å: 4.855

Atomic partial charges in e from the Mulliken method, atoms 1 to 4:
1 C -1.24
2 C 0.54
3 O -0.42
4 N -0.18